The following is a quantum chemistry calculation of a molecular structure, C51H49N2PtSSb in a non-equilibrium geometry, from the Open Molecules 2025 dataset.

Last column: Löwdin charge in e.
Geometry (Å):
Pt (0.19360, 0.11450, 0.34960)  0.89
C (-0.83890, -5.12080, -4.29670)  -0.04
C (-1.10950, -5.38330, -2.80770)  -0.56
C (-0.14950, -6.46160, -2.28680)  -0.04
C (-2.54100, -5.90720, -2.66380)  -0.06
C (-0.87680, -4.08470, -2.05860)  -0.14
C (-1.88420, -3.40360, -1.36030)  0.03
C (-1.59270, -2.19990, -0.75760)  -0.11
N (-0.39850, -1.61130, -0.80290)  -0.02
C (0.60130, -2.24110, -1.48040)  -0.16
C (0.36710, -3.48350, -2.08230)  0.05
C (1.88150, -1.56360, -1.56740)  -0.18
C (2.95200, -2.03340, -2.34940)  0.06
C (4.16380, -1.37610, -2.37630)  -0.15
C (4.25200, -0.17890, -1.64530)  0.01
C (3.16990, 0.24060, -0.91010)  -0.09
N (2.03020, -0.43130, -0.84280)  0.02
C (5.39080, -1.88840, -3.10770)  -0.56
C (5.16030, -3.23790, -3.79220)  -0.06
C (6.51830, -2.06880, -2.07890)  -0.04
C (5.81170, -0.86800, -4.17450)  -0.04
H (-0.99310, -6.03080, -4.87180)  0.09
H (0.18150, -4.78290, -4.45610)  0.08
H (-1.51300, -4.35350, -4.67170)  0.09
H (-0.33190, -7.39930, -2.80730)  0.09
H (-0.30210, -6.62250, -1.22160)  0.09
H (0.88830, -6.18200, -2.44660)  0.08
H (-2.63340, -6.84160, -3.21430)  0.09
H (-3.26330, -5.20480, -3.07420)  0.09
H (-2.78750, -6.10560, -1.62290)  0.09
H (-2.88450, -3.79420, -1.28900)  0.11
H (-2.37550, -1.66470, -0.23340)  0.11
H (1.18610, -3.97480, -2.57950)  0.10
H (2.81120, -2.92800, -2.92870)  0.09
H (5.15570, 0.40760, -1.63850)  0.11
H (3.22810, 1.14890, -0.32460)  0.09
H (4.85650, -3.99280, -3.07050)  0.09
H (6.08910, -3.56990, -4.25270)  0.09
H (4.40750, -3.16220, -4.57370)  0.09
H (6.20590, -2.76010, -1.29860)  0.09
H (6.79070, -1.12680, -1.61080)  0.08
H (7.40480, -2.47330, -2.56300)  0.09
H (5.01300, -0.73090, -4.90080)  0.09
H (6.69760, -1.22070, -4.69850)  0.09
H (6.04190, 0.09770, -3.73300)  0.08
S (-1.49470, 2.08590, -1.68340)  -0.10
Sb (-1.15660, 2.68290, 0.47940)  1.12
C (-2.70840, 2.06510, 1.82510)  -0.34
C (-3.51240, 2.94870, 2.52110)  -0.11
C (-4.46760, 2.45060, 3.39350)  -0.09
C (-4.61370, 1.08260, 3.56050)  -0.08
C (-3.80910, 0.20110, 2.85550)  -0.07
C (-2.85700, 0.69940, 1.98670)  -0.15
C (-1.06570, 4.82870, 0.71910)  -0.34
C (-2.07440, 5.59240, 0.16000)  -0.14
C (-2.02220, 6.97240, 0.24390)  -0.09
C (-0.94970, 7.58470, 0.87410)  -0.09
C (0.06600, 6.81980, 1.41940)  -0.08
C (0.00990, 5.43760, 1.34450)  -0.11
C (0.63570, 1.84480, 1.43060)  -0.53
C (0.48710, 1.18220, 2.79410)  -0.35
C (1.65890, 1.41680, 3.69420)  -0.05
C (2.78010, 2.02620, 3.27130)  -0.10
C (2.88800, 2.58880, 1.96710)  -0.11
C (1.81950, 2.54210, 1.11100)  -0.23
H (-3.38670, 4.01680, 2.39520)  0.09
H (-5.09260, 3.13070, 3.95360)  0.10
H (-5.35310, 0.69950, 4.24800)  0.10
H (-3.91200, -0.86490, 2.99540)  0.09
H (-2.19300, 0.03150, 1.43350)  0.04
H (-2.89810, 5.10190, -0.34370)  0.10
H (-2.81210, 7.57170, -0.18430)  0.10
H (-0.90590, 8.66100, 0.93840)  0.10
H (0.90590, 7.29870, 1.90270)  0.10
H (0.80170, 4.83540, 1.77280)  0.09
H (-0.44910, 1.45940, 3.30730)  0.13
H (1.57420, 1.00740, 4.68940)  0.11
H (3.62590, 2.12980, 3.93590)  0.10
H (3.80750, 3.07550, 1.67480)  0.10
H (1.86590, 3.03170, 0.14030)  0.11
C (0.39610, -0.28190, 2.41330)  -0.19
C (0.47110, -1.43010, 2.92040)  0.00
C (0.52980, -2.69140, 3.41330)  -0.16
C (-0.71590, -3.39620, 3.68960)  -0.18
C (-0.84080, -4.28190, 4.76420)  -0.04
C (-2.04640, -4.90560, 5.02110)  -0.09
C (-3.15130, -4.66320, 4.21890)  -0.10
C (-3.04150, -3.77940, 3.15610)  -0.10
C (-1.83960, -3.15280, 2.89470)  -0.03
C (1.82100, -3.29820, 3.70150)  -0.18
C (1.99410, -4.68640, 3.68300)  -0.05
C (3.22170, -5.24690, 3.97530)  -0.09
C (4.30500, -4.43730, 4.27810)  -0.11
C (4.15460, -3.05890, 4.26900)  -0.09
C (2.92910, -2.49270, 3.98730)  -0.02
H (0.00670, -4.46110, 5.41220)  0.12
H (-2.12750, -5.58610, 5.85670)  0.10
H (-4.08930, -5.16110, 4.41930)  0.10
H (-3.89730, -3.58890, 2.52520)  0.10
H (-1.73660, -2.48000, 2.05720)  0.09
H (1.16370, -5.32190, 3.41350)  0.11
H (3.33660, -6.32180, 3.96700)  0.10
H (5.26320, -4.87990, 4.50770)  0.09
H (5.00110, -2.42460, 4.49100)  0.10
H (2.80500, -1.41860, 3.99700)  0.10

Values from the calculation:
* frontier orbital gap: 0.196 hartree
* total charge: 0
* HOMO level: -6.0 eV
* multiplicity: 1

The following is a quantum chemistry calculation of a molecular structure, C51H54Br2F5InN in a non-equilibrium geometry, from the Open Molecules 2025 dataset.

Last column: Löwdin charge in e.
Geometry (Å):
C (-2.38670, 3.36954, -1.41797)  -0.18
C (-1.10826, 2.42810, -1.75231)  -0.76
Br (-0.08172, 2.81783, -3.41019)  0.60
C (-0.68116, 1.35967, -0.88751)  -0.73
Br (0.91729, 0.28795, -1.40673)  0.47
In (-1.87169, 1.04177, 1.00739)  0.63
C (-2.10428, -1.10559, 1.64493)  -0.30
C (-2.58834, -2.12043, 0.49465)  -0.31
C (-3.80477, -1.59386, -0.41172)  -0.22
C (-3.23245, -0.92312, -1.76776)  -0.28
N (-4.15742, -1.18642, -2.92161)  -0.04
C (-0.82939, 2.24423, 2.63857)  -0.40
F (-1.65985, 2.09973, 3.83311)  -0.10
F (-0.81588, 3.66774, 2.30860)  -0.09
C (0.62450, 1.72131, 3.02606)  -0.09
C (1.23465, 0.35486, 2.65103)  -0.01
C (2.66767, -0.04342, 3.14390)  -0.04
C (3.54060, 0.91040, 4.02495)  0.00
C (2.93301, 2.29866, 4.35266)  -0.08
C (3.76619, 3.36803, 5.21648)  -0.38
F (2.90918, 4.27958, 5.87846)  0.05
F (4.68353, 2.71509, 6.07613)  0.06
F (4.51589, 4.13747, 4.25309)  0.03
C (1.51926, 2.70063, 3.87383)  0.07
H (-2.51901, 4.05964, -2.33280)  0.06
H (-3.35163, 2.77866, -1.29214)  0.03
H (-2.14748, 4.03651, -0.50565)  0.09
H (-3.48773, 1.84075, 0.77403)  -0.04
H (-2.93385, -1.11782, 2.45606)  0.05
H (-1.18374, -1.57407, 2.14803)  0.01
H (-2.98159, -3.06553, 1.04268)  0.09
H (-1.68001, -2.49572, -0.11376)  0.10
H (-4.40875, -2.52716, -0.74028)  0.10
H (-4.51346, -0.89589, 0.14803)  0.10
H (-2.17473, -1.31849, -1.92411)  0.11
H (-3.17826, 0.20565, -1.56902)  0.07
H (-4.88354, -0.46055, -2.98730)  0.05
H (-3.60403, -1.21475, -3.79699)  0.06
H (0.65334, -0.38356, 2.01123)  0.06
H (3.09825, -1.06709, 2.89130)  0.08
H (4.57716, 0.61754, 4.41461)  0.10
H (1.10050, 3.72534, 4.12998)  0.11
C (1.54533, -3.58561, 3.21241)  -0.10
C (0.94061, -3.01426, 4.32833)  -0.09
C (0.66215, -3.79534, 5.44564)  -0.09
C (0.99756, -5.14650, 5.45107)  -0.10
C (1.60548, -5.71660, 4.33669)  -0.10
C (1.87535, -4.93735, 3.21595)  -0.10
H (1.75951, -2.97720, 2.33937)  0.09
H (0.68546, -1.95950, 4.32663)  0.09
H (0.18475, -3.35137, 6.31264)  0.10
H (0.78484, -5.75458, 6.32422)  0.10
H (1.86829, -6.76970, 4.34147)  0.10
H (2.34433, -5.38296, 2.34516)  0.08
C (2.80897, -5.20449, -2.80394)  -0.09
C (2.20472, -4.63426, -1.68781)  -0.08
C (1.92641, -5.41622, -0.57106)  -0.09
C (2.26143, -6.76720, -0.56672)  -0.10
C (2.86911, -7.33657, -1.68154)  -0.10
C (3.13918, -6.55677, -2.80197)  -0.10
H (3.02280, -4.59508, -3.67600)  0.10
H (1.94959, -3.57938, -1.68853)  0.10
H (1.44915, -4.97287, 0.29632)  0.09
H (2.04867, -7.37589, 0.30615)  0.10
H (3.13177, -8.38965, -1.67743)  0.10
H (3.60808, -7.00179, -3.67339)  0.08
C (1.05372, 6.04297, 8.90298)  -0.09
C (0.42687, 6.84055, 9.85549)  -0.10
C (0.77492, 8.18216, 9.97885)  -0.11
C (1.74372, 8.72891, 9.14236)  -0.11
C (2.36785, 7.93209, 8.18737)  -0.09
C (2.02637, 6.58818, 8.07016)  -0.09
H (0.78452, 4.99616, 8.80924)  0.10
H (-0.33339, 6.41577, 10.50303)  0.10
H (0.29071, 8.80215, 10.72604)  0.10
H (2.01181, 9.77625, 9.23509)  0.10
H (3.12203, 8.35891, 7.53407)  0.10
H (2.51695, 5.96606, 7.32939)  0.08
C (4.37589, -7.03951, -6.57260)  -0.10
C (5.64116, -6.70510, -6.09789)  -0.10
C (6.73572, -7.50571, -6.40920)  -0.10
C (6.56702, -8.63605, -7.20366)  -0.10
C (5.30289, -8.96821, -7.68120)  -0.10
C (4.20655, -8.17281, -7.36247)  -0.10
H (3.52175, -6.41695, -6.32699)  0.10
H (5.77368, -5.82000, -5.48406)  0.10
H (7.72047, -7.24862, -6.03371)  0.10
H (7.42129, -9.25773, -7.45045)  0.10
H (5.17198, -9.84873, -8.30198)  0.10
H (3.22043, -8.43508, -7.73040)  0.10
C (-0.87962, 6.80621, -4.25404)  -0.09
C (-0.88818, 8.13806, -4.65793)  -0.11
C (0.10545, 9.00635, -4.21613)  -0.11
C (1.11388, 8.53997, -3.37762)  -0.11
C (1.12426, 7.20719, -2.97687)  -0.09
C (0.12541, 6.34085, -3.41127)  -0.11
H (-1.65647, 6.13001, -4.59602)  0.10
H (-1.67078, 8.49994, -5.31725)  0.09
H (0.09484, 10.04623, -4.52577)  0.09
H (1.89155, 9.21571, -3.03681)  0.10
H (1.91142, 6.84329, -2.32438)  0.10
H (0.13019, 5.30227, -3.09447)  -0.01
C (-9.00808, -1.07104, -4.87114)  -0.10
C (-8.57959, -0.65505, -3.61452)  -0.09
C (-7.89190, 0.54650, -3.47569)  -0.10
C (-7.64098, 1.33739, -4.59321)  -0.10
C (-8.07280, 0.92309, -5.84941)  -0.10
C (-8.75251, -0.28290, -5.98947)  -0.10
H (-9.54131, -2.00973, -4.97951)  0.10
H (-8.78098, -1.26835, -2.74239)  0.10
H (-7.55199, 0.86740, -2.49662)  0.10
H (-7.10888, 2.27659, -4.48435)  0.10
H (-7.87846, 1.54064, -6.72044)  0.10
H (-9.08421, -0.60830, -6.96975)  0.10

Values from the calculation:
* frontier orbital gap: 0.288 hartree
* total charge: -1
* HOMO level: -5.8 eV
* multiplicity: 1